Record 1
11
Properties=species:S:1:pos:R:3:nbo_charge:R:1 method="wB97M-V/def2-TZVPD" orbital_gap_ev="6.61 / 6.80" total_charge=0 spin_multiplicity=3 s_squared=2.024
C 0.7208 0.5000 0.6220 0.0180
C 0.5275 -0.4832 1.6777 -0.7081
C 1.0333 1.2422 -0.2735 -0.2934
C -1.2139 -0.6372 -1.6981 -0.1835
N -1.4361 0.4669 -2.2451 -0.4554
S -0.7385 -2.0435 -1.2429 0.3199
H 1.4858 -0.7136 2.0389 0.2403
H -0.0186 -1.3431 1.2038 0.2465
H 1.0140 1.9546 -1.0866 0.2405
H -1.4038 1.2509 -1.5960 0.3362
H 0.0296 -0.1941 2.5997 0.2392


Record 2
11
Properties=species:S:1:pos:R:3:nbo_charge:R:1 method="wB97M-V/def2-TZVPD" orbital_gap_ev=9.87 total_charge=0 spin_multiplicity=1
C -0.1070 0.5589 0.2147 -0.2592
C -0.3618 -0.2647 -0.9975 -0.0987
C -2.5005 -0.0814 -1.4205 0.9453
N -0.2888 -0.8680 0.2904 -0.5794
F -2.6004 1.0226 -2.1066 -0.3246
F -2.8241 -1.1724 -2.1472 -0.3444
F -3.2381 -0.0676 -0.3302 -0.3219
H 0.8800 1.0076 0.4510 0.1910
H -0.8601 1.1111 0.5617 0.1928
H 0.0676 -0.3738 -2.0034 0.2330
H 0.4553 -1.4567 0.4096 0.3661